Molecular formula: C3H7N2O3
Method: DFT, ωB97M-V/def2-TZVPD

Summary:
total charge: +1
energy above the lowest of the compared OMol25 structures with the same formula, charge and spin: 348.0 kJ/mol
HOMO: -12.819 eV

```
15
Properties=species:S:1:pos:R:3:forces:R:3:mulliken_charge:R:1
O 0.114 -0.684 -1.894 -0.11 0.77 1.03 -0.454
O 1.746 -1.871 -0.941 1.01 -1.03 1.34 -0.387
O -1.775 1.668 1.252 -0.65 -1.09 -0.88 -0.386
N -0.727 0.929 0.694 -0.93 -1.80 1.12 0.312
N -0.018 -1.307 0.311 0.45 0.56 0.75 -0.145
C -0.829 -0.358 0.986 0.93 0.60 -0.33 -0.253
C 0.133 1.300 -0.254 0.10 1.63 -1.91 -1.083
C 0.640 -1.249 -0.879 -2.89 0.41 -0.39 0.608
H 1.119 0.816 -0.238 -0.37 0.46 0.45 0.408
H -1.618 2.470 1.772 1.51 0.07 -0.20 0.376
H -1.105 -0.567 1.987 -0.73 -0.68 0.46 0.413
H -0.355 0.285 -1.485 1.14 -0.02 -0.01 0.521
H 0.412 -1.924 0.985 0.16 -0.35 -0.03 0.284
H 0.094 2.336 -0.507 0.09 0.47 -0.17 0.393
H 2.169 -1.843 -1.789 0.29 0.00 -1.22 0.394
```
Positions in Å, forces in eV/Å.